Arrangement one

A 2-piece molecular cluster, C6H13NO4 overall, computed with ωB97M-V with the def2-TZVPD basis set.

Cartesian coordinates (Å):
C  2.1613  0.5918  -0.7017
C  1.2132  0.4182  0.6038
C  -0.2960  -1.6662  0.1997
C  -1.5805  -0.7543  0.1938
C  -1.0994  0.5945  -0.3163
C  -0.0873  1.2300  0.5960
H  1.9476  -1.6456  -0.3995
H  1.4981  0.6882  -1.4976
H  2.9936  1.4342  -0.5614
H  1.7157  0.8186  1.4307
H  1.5281  -1.6129  1.0934
H  -0.1475  -1.7315  -0.8269
H  -0.1704  -2.6309  0.6940
H  -1.9897  -0.4374  1.2082
H  -2.6415  -2.3101  -0.4596
H  -0.4770  0.5581  -1.2594
H  -2.8719  1.0299  -0.7719
H  -0.4086  1.2115  1.7242
H  -0.4986  2.9369  -0.2441
N  0.8260  -0.9199  0.9284
O  2.8703  -0.7566  -0.8152
O  -2.6120  -1.1819  -0.5768
O  -2.1623  1.6332  -0.3403
O  0.2887  2.5021  0.0984

The calculation puts the lowest unoccupied orbital energy at 0.192 eV. As for the gap between HOMO and LUMO: 9.58 eV. As for the multiplicity: 1.



Arrangement two

A 2-piece molecular cluster, C6H13NO4 overall, computed with ωB97M-V with the def2-TZVPD basis set.

Cartesian coordinates (Å):
C  -2.2245  0.0368  -0.0511
C  -1.3270  -0.6917  1.0007
C  0.1838  -1.0311  1.0768
C  2.0348  -1.3012  -0.3443
C  1.5624  0.2467  -0.3693
C  0.9060  0.5011  0.9849
H  -2.2527  -0.3646  -1.9471
H  -3.2383  -0.1403  0.2868
H  -1.0276  1.6004  -0.6053
H  -1.8622  -0.2725  1.7372
H  -1.9365  -1.7422  0.6342
H  0.5323  -1.8656  1.9361
H  -0.0109  -1.2552  -1.0521
H  2.6233  -1.5931  -1.3562
H  2.6983  -1.4788  0.6861
H  0.8222  0.1398  -1.2932
H  2.1840  2.1015  -0.1400
H  1.5791  0.9016  1.8553
H  -0.9899  1.8613  1.1400
N  0.5760  -1.7890  -0.1718
O  -1.8624  -0.7278  -1.2623
O  -2.1636  1.3527  -0.3275
O  2.6283  1.2418  -0.7315
O  0.1518  1.6416  0.5130

The calculation puts the lowest unoccupied orbital energy at 0.141 eV. As for the gap between HOMO and LUMO: 9.19 eV. As for the multiplicity: 1.



It turns out arrangement one is the most stable, with the second structure 0.1360 hartree higher.